(1)
Here is a cluster of 2 separate species, C7H10N3 in total from the OMol25 dataset. Energies are from wB97M-V/def2-TZVPD.

Summary:
- E_LUMO (eV) = -4.7
- energy relative to the best compared isomer or geometry (same formula, charge and spin) (kJ/mol) = 335.8
- electronic energy (hartree) = -436.638308
- charge = +1

Structure (XYZ):
```
20
Properties=species:S:1:pos:R:3:forces:R:3:nbo_charge:R:1
C -1.481 1.035 -0.395 -1.8 2.1 -1.5 -0.208
H -0.878 1.810 -0.859 0.6 -0.3 0.4 0.216
H 5.195 0.679 -0.540 1.0 1.8 -2.2 0.430
N 4.788 0.128 0.128 1.2 -1.5 5.2 -0.599
C -2.858 1.320 -0.509 2.0 -3.0 0.8 -0.179
H -4.761 0.621 -0.237 -1.8 -0.2 0.0 0.222
H -3.164 2.206 -0.927 -0.7 2.0 -0.9 0.218
N 1.284 0.128 0.111 -0.9 -0.4 -1.4 -0.387
H -4.012 -1.435 0.937 -2.2 -2.2 1.2 0.216
H 3.452 -1.019 -1.088 1.2 0.8 1.3 0.257
H 1.074 1.034 -0.357 0.0 0.3 0.6 0.289
C -1.934 -1.158 0.525 -3.1 2.9 -0.9 -0.132
H -1.611 -2.072 0.883 0.8 -1.5 0.7 0.231
H 5.255 0.157 1.135 -1.4 0.3 -2.8 0.454
C -1.053 -0.176 0.046 -0.3 -1.2 0.4 0.000
H 3.589 -1.394 0.683 -0.2 -0.8 1.3 0.232
C -3.327 -0.835 0.509 3.3 2.0 -2.1 -0.183
C -3.764 0.335 -0.147 1.8 0.0 1.3 -0.157
N 0.258 -0.582 0.188 2.7 -0.6 1.2 -0.090
C 3.948 -0.783 -0.085 -2.3 -0.5 -2.8 0.170
```
Positions in Å, forces in eV/Å.



(2)
Here is a cluster of 2 separate species, C7H10N3 in total from the OMol25 dataset. Energies are from wB97M-V/def2-TZVPD.

Summary:
- E_LUMO (eV) = -4.3
- energy relative to the best compared isomer or geometry (same formula, charge and spin) (kJ/mol) = 475.6
- electronic energy (hartree) = -436.585074
- charge = +1

Structure (XYZ):
```
20
Properties=species:S:1:pos:R:3:forces:R:3:nbo_charge:R:1
H -3.752 -1.208 1.132 -1.3 -0.8 -0.4 0.246
H 1.959 1.150 -2.283 -0.2 -1.8 0.8 0.280
H 1.782 -1.722 -0.913 -1.7 -2.1 1.6 0.242
C -2.496 0.261 2.003 0.4 -1.8 -1.2 0.004
N -0.486 0.645 1.059 2.4 -0.7 -1.7 -0.135
N -1.301 0.731 2.010 -2.5 1.2 4.0 -0.152
H 0.758 2.186 1.907 -0.9 -0.8 0.2 0.259
C 2.270 -1.055 -1.489 1.8 3.3 -2.0 -0.421
C -2.037 -0.725 -0.087 0.5 0.2 1.5 -0.225
C 1.830 0.141 -1.782 -3.1 0.4 0.8 0.126
C -2.895 -0.636 0.960 1.8 1.4 0.0 -0.131
C 0.804 1.205 1.398 2.0 3.2 -2.9 -0.437
H -3.051 0.277 2.898 -0.5 0.6 0.9 0.226
H 3.271 -1.290 -1.818 0.3 -0.1 -0.1 0.269
H 1.548 0.631 1.944 -0.5 -0.7 -0.2 0.243
H 1.223 1.617 0.399 -0.2 -1.2 1.5 0.216
H -2.136 -1.359 -0.913 -0.7 -0.9 -1.0 0.228
N -0.178 0.100 -1.220 4.5 -1.2 -3.8 -0.638
C -0.770 -0.031 -0.083 -2.4 0.5 0.9 0.403
H -0.433 -0.663 -1.910 0.1 1.6 1.1 0.398
```
Positions in Å, forces in eV/Å.



(3)
Here is the ion C7H10N3 with charge +1 from the OMol25 dataset. Energies are from wB97M-V/def2-TZVPD.

Summary:
- spin multiplicity = 3
- E_LUMO (spin up / spin down) (eV) = -3.1 / -6.2
- energy relative to the best compared isomer or geometry (same formula, charge and spin) (kJ/mol) = 180.5
- electronic energy (hartree) = -436.577567
- charge = +1
- expectation value of S² = 2.01

Structure (XYZ):
```
20
Properties=species:S:1:pos:R:3:forces:R:3:lowdin_spin:R:1
H -2.038 0.299 -1.575 0.1 0.0 0.2 0.000
H -3.203 0.755 -0.298 0.0 -0.1 0.0 0.001
N -1.319 0.124 0.401 0.1 -0.1 0.4 0.021
H 0.360 2.325 0.551 0.1 0.0 0.0 0.021
C 0.676 -1.217 -0.078 0.8 3.9 0.4 0.112
H -1.596 0.443 1.340 0.1 0.0 0.0 0.012
H -1.823 -1.829 1.333 -0.1 0.3 0.0 0.016
N -0.280 -2.019 -0.003 -0.7 -1.4 -0.1 0.298
C 2.757 -0.015 -0.161 1.5 4.0 0.5 0.274
C -1.503 -1.482 0.344 -0.4 0.1 0.1 0.041
H -2.281 -1.687 -0.396 0.0 0.2 0.1 0.013
H 3.827 -0.043 -0.302 0.0 0.0 0.0 0.009
H -1.858 1.836 -0.717 0.0 -0.1 0.2 0.001
H 2.545 -2.118 -0.475 0.0 -0.2 -0.1 0.010
C 2.172 1.237 0.151 2.6 -2.5 -0.8 0.244
N 0.040 0.300 0.196 1.0 -4.2 -1.0 0.240
C 0.831 1.376 0.324 -2.5 1.9 0.8 0.348
C 2.053 -1.180 -0.279 -2.3 -2.4 0.0 0.322
C -2.161 0.793 -0.610 -0.4 0.5 -0.6 0.012
H 2.803 2.105 0.254 0.0 0.1 0.0 0.005
```
Positions in Å, forces in eV/Å.



(4)
Here is the ion C7H10N3O with charge +1 from the OMol25 dataset. Energies are from wB97M-V/def2-TZVPD.

Summary:
- SMILES = N/[NH+]=C(\ON)c1ccccc1
- E_LUMO (eV) = -4.3
- energy relative to the best compared isomer or geometry (same formula, charge and spin) (kJ/mol) = 413.3
- electronic energy (hartree) = -511.869059
- charge = +1

Structure (XYZ):
```
21
Properties=species:S:1:pos:R:3:forces:R:3:nbo_charge:R:1
O -0.345 1.497 -1.720 1.5 -2.4 0.9 -0.365
H 1.889 -0.179 1.045 0.2 0.0 -0.2 0.214
H 2.077 -0.539 -1.010 -1.6 0.7 -0.1 0.433
H 2.619 -0.218 -3.166 -0.9 0.7 1.0 0.405
C -0.113 -0.270 0.187 -0.8 -1.3 1.8 -0.213
C -1.707 -1.305 1.641 -0.3 -1.8 0.2 -0.227
H -2.566 -1.919 1.601 -1.4 -0.1 0.9 0.238
N -1.570 2.064 -1.211 -0.6 0.4 -0.2 -0.474
N 1.473 0.157 -1.507 0.5 -2.5 1.2 -0.315
C 0.534 -0.900 2.460 -3.4 -1.4 -1.6 -0.184
N 2.246 0.567 -2.578 -0.7 1.3 -1.2 -0.604
C 0.880 -0.535 1.190 -0.3 1.8 -0.7 -0.168
H -2.205 -0.547 -0.264 0.2 -0.6 -0.2 0.244
H 1.672 1.204 -3.132 0.5 -0.1 -0.2 0.391
C -1.406 -0.798 0.430 1.3 3.2 -2.0 -0.116
C -0.816 -1.370 2.667 2.8 1.0 -0.1 -0.110
H 1.258 -0.993 3.185 1.4 -0.1 1.6 0.233
H -1.882 2.775 -1.929 0.7 -1.5 0.3 0.382
H -1.250 2.684 -0.484 0.2 0.1 0.7 0.352
C 0.263 0.415 -1.013 1.1 2.9 -3.0 0.647
H -1.051 -1.790 3.609 -0.4 -0.4 0.8 0.235
```
Positions in Å, forces in eV/Å.



(5)
Here is the molecule C7H10N4 from the OMol25 dataset. Energies are from wB97M-V/def2-TZVPD.

Summary:
- SMILES = CC[C@](C)(C#N)n1cnnc1
- E_LUMO (eV) = 0.5
- energy relative to the best compared isomer or geometry (same formula, charge and spin) (kJ/mol) = 262.6
- electronic energy (hartree) = -491.674080
- charge = 0

Structure (XYZ):
```
21
Properties=species:S:1:pos:R:3:forces:R:3:nbo_charge:R:1
H -0.664 1.386 -1.803 0.5 -0.8 -2.2 0.216
H -0.612 2.584 -0.624 -0.3 0.7 0.3 0.236
H 1.711 1.335 -1.173 -0.5 0.1 -0.4 0.228
C 1.284 -0.878 -1.558 -1.4 2.8 -1.2 -0.616
C 0.067 0.685 0.158 0.1 -0.5 -2.2 0.021
H 0.082 -0.248 2.903 -1.1 -1.1 -1.0 0.239
C -1.361 -1.521 0.236 -0.4 -0.2 3.4 0.082
C -0.829 1.554 -0.800 -2.1 -1.8 2.6 -0.588
N -1.209 -1.971 2.345 1.7 0.6 2.8 -0.270
H 2.091 -0.933 -2.301 -0.1 -0.3 0.6 0.230
H 0.339 -0.769 -2.157 0.7 -0.2 0.2 0.195
H 2.289 0.223 0.060 -1.7 0.4 -1.1 0.216
N -1.701 -2.381 1.227 -0.9 0.2 -3.6 -0.246
C 0.424 1.604 1.167 0.0 -0.4 1.3 0.268
H -1.885 1.241 -0.546 0.9 1.0 -0.4 0.229
N 0.629 2.216 2.102 0.5 1.2 1.0 -0.283
C -0.520 -0.867 2.167 0.5 1.0 -0.4 0.133
N -0.642 -0.510 0.838 1.4 1.3 -1.3 -0.356
C 1.395 0.423 -0.680 1.6 -3.0 2.4 -0.381
H 1.111 -1.737 -0.961 0.4 -0.8 0.5 0.227
H -1.998 -1.435 -0.599 0.2 0.0 -1.3 0.217
```
Positions in Å, forces in eV/Å.



(6)
Here is the ion C7H10N5 with charge +1 from the OMol25 dataset. Energies are from wB97M-V/def2-TZVPD.

Summary:
- SMILES = [NH3+]C(n1ccnc1)n1ccnc1
- E_LUMO (eV) = -4.2
- energy relative to the best compared isomer or geometry (same formula, charge and spin) (kJ/mol) = 249.8
- electronic energy (hartree) = -546.186861
- charge = +1

Structure (XYZ):
```
22
Properties=species:S:1:pos:R:3:forces:R:3:nbo_charge:R:1
H -1.652 -0.614 0.162 -0.8 1.0 1.2 0.470
H 0.849 -0.910 -1.663 0.1 2.0 -0.1 0.259
H -0.064 1.517 1.257 0.7 -0.1 0.5 0.240
N 1.899 -1.813 2.133 1.0 -2.5 0.6 -0.397
H 2.111 0.207 2.209 -0.1 1.2 0.3 0.224
C 0.199 -1.884 0.688 -0.8 -3.4 -0.4 -0.174
C 0.650 2.383 -1.066 0.0 -0.6 1.5 0.177
C 1.518 -0.617 1.920 0.4 -0.5 -0.5 0.155
H -0.664 -2.239 0.081 0.9 0.5 0.4 0.225
C 1.143 1.109 -2.752 -0.1 -0.4 2.0 -0.056
H -2.063 0.941 -0.372 1.4 -1.1 1.2 0.462
C 1.108 -2.650 1.391 -0.2 -0.3 0.2 -0.047
N 0.498 -0.646 1.044 -1.8 7.0 -0.5 -0.367
C -0.098 0.703 0.548 0.9 -2.7 0.2 0.323
H 1.220 -3.741 1.451 -0.2 0.8 -0.2 0.242
H 0.669 3.173 -0.323 -0.4 0.1 -0.2 0.215
N 0.492 1.072 -0.673 -0.6 -1.1 1.3 -0.423
C 0.866 0.226 -1.731 -0.6 0.0 -0.6 -0.120
N 1.031 2.445 -2.259 1.1 -0.7 -3.5 -0.384
H 1.512 0.741 -3.695 0.0 0.9 -0.3 0.243
H -2.219 0.815 1.214 1.1 -1.7 -0.2 0.477
N -1.600 0.398 0.460 -2.0 1.4 -3.0 -0.747
```
Positions in Å, forces in eV/Å.